No. 1
{
  "formula": "C3H6O2",
  "method": "wB97M-V/def2-TZVPD",
  "energy_ev": -7302.4457,
  "smiles": "O=CCCO",
  "e_homo_ev": -10.2366,
  "fmax_ev_per_a": 0.4,
  "orbital_gap_ev": 11.035,
  "e_above_lowest_kj_mol": 118.9,
  "symbols": ["O", "C", "C", "C", "O", "H", "H", "H", "H", "H", "H"],
  "xyz": [[0.942103, 0.763644, 1.189902], [-0.279439, 0.959563, 0.521187], [-0.437047, 0.016592, -0.696777], [0.402185, -1.227817, -0.532549], [0.462446, -1.862764, 0.497744], [0.939914, -0.164002, 1.471284], [-0.271088, 1.995210, 0.171181], [-1.135367, 0.847245, 1.203217], [-0.166406, 0.507473, -1.636570], [-1.480337, -0.308396, -0.791526], [1.023037, -1.526749, -1.397095]],
  "forces_ev_per_a": [[0.038, -0.117, 0.177], [-0.293, 0.145, -0.141], [0.038, -0.045, -0.051], [0.055, -0.116, 0.212], [-0.100, 0.190, -0.387], [0.155, 0.229, 0.137], [-0.078, -0.141, 0.043], [0.199, -0.035, -0.090], [0.029, -0.038, 0.149], [0.086, 0.037, -0.012], [-0.131, -0.108, -0.036]]
}

***

No. 2
{
  "formula": "C35H75FO10P",
  "method": "wB97M-V/def2-TZVPD",
  "energy_ev": -69984.1915,
  "e_homo_ev": -11.5266,
  "fmax_ev_per_a": 1.1,
  "total_charge": 1,
  "orbital_gap_ev": 8.504,
  "symbols": ["C", "C", "O", "C", "C", "O", "C", "C", "O", "C", "P", "C", "C", "F", "C", "C", "O", "C", "C", "C", "C", "C", "C", "H", "H", "H", "H", "H", "H", "H", "H", "H", "H", "H", "H", "H", "H", "H", "H", "H", "H", "H", "H", "H", "H", "H", "H", "H", "H", "H", "C", "C", "C", "O", "H", "H", "H", "H", "H", "H", "H", "H", "C", "C", "C", "O", "H", "H", "H", "H", "H", "H", "H", "H", "C", "C", "C", "O", "H", "H", "H", "H", "H", "H", "H", "H", "C", "C", "C", "O", "H", "H", "H", "H", "H", "H", "H", "H", "C", "C", "C", "O", "H", "H", "H", "H", "H", "H", "H", "H", "C", "C", "C", "O", "H", "H", "H", "H", "H", "H", "H", "H"],
  "xyz": [[4.299329, 3.837950, 0.375898], [5.247926, 2.694093, 0.163213], [4.540407, 1.504697, 0.441694], [5.272716, 0.355544, 0.096771], [4.923971, -0.090425, -1.306075], [3.862315, -1.024505, -1.409271], [2.814669, -0.870947, -0.477541], [1.635859, -1.683851, -0.950748], [0.498968, -0.868046, -1.277949], [-0.620524, -1.669494, -1.482745], [-1.860747, -1.439717, -0.137942], [-1.658494, -2.809680, 1.026574], [-0.791844, -2.460312, 2.246581], [-0.357387, -1.156488, 2.221703], [-3.564399, -1.428804, -0.798612], [-4.173354, -0.052132, -0.581957], [-3.528228, 0.926829, -0.859976], [-5.528603, 0.065418, -0.037389], [-6.260917, 1.154609, -0.472543], [-7.528626, 1.373427, 0.004346], [-8.075437, 0.517456, 0.934340], [-7.357109, -0.575828, 1.357437], [-6.089843, -0.799959, 0.878321], [4.788890, 4.789713, 0.241447], [3.480669, 3.730837, -0.321559], [3.871010, 3.784589, 1.369310], [6.099445, 2.798809, 0.832807], [5.560797, 2.750191, -0.877806], [6.342834, 0.547483, 0.139249], [5.093044, -0.419022, 0.831407], [4.759404, 0.797400, -1.916653], [5.791114, -0.587034, -1.723315], [2.536606, 0.160371, -0.276745], [3.107373, -1.292801, 0.481648], [1.987749, -2.290999, -1.780919], [1.319463, -2.342678, -0.145929], [-0.330989, -2.716746, -1.488007], [-1.094273, -1.425370, -2.431808], [-1.562778, -0.229946, 0.475799], [-2.642002, -3.110999, 1.365976], [-1.239689, -3.674771, 0.531652], [-1.337855, -2.629053, 3.166772], [0.078560, -3.100754, 2.279059], [-4.114753, -2.223437, -0.309606], [-3.467302, -1.667797, -1.849562], [-5.856039, 1.856279, -1.176550], [-8.102266, 2.216432, -0.332911], [-9.056136, 0.703050, 1.326267], [-7.760370, -1.270299, 2.070667], [-5.532923, -1.650834, 1.231534], [0.433689, 4.193581, -4.070397], [1.827806, 4.149664, -3.474029], [2.384311, 2.732957, -3.492127], [1.816911, 4.648082, -2.133657], [-0.244164, 3.566786, -3.487177], [0.035244, 5.208578, -4.048699], [0.428035, 3.841982, -5.102719], [2.489725, 4.809757, -4.035397], [1.754904, 2.067739, -2.892006], [3.385795, 2.710070, -3.060188], [2.433958, 2.338321, -4.507703], [1.240347, 4.084289, -1.608863], [-4.396076, 4.314331, 1.309314], [-3.951530, 3.567161, 2.554811], [-2.574674, 4.015743, 3.017413], [-3.946473, 2.160658, 2.300582], [-3.710814, 4.123466, 0.485353], [-5.384207, 3.974914, 0.995188], [-4.436135, 5.390107, 1.484174], [-4.676749, 3.728780, 3.352177], [-1.830232, 3.814840, 2.241070], [-2.271637, 3.466153, 3.908937], [-2.557163, 5.081778, 3.243235], [-3.312251, 1.967110, 1.603303], [1.868502, -7.468778, -1.595214], [2.000257, -5.957044, -1.684560], [3.167962, -5.553425, -2.570689], [2.169086, -5.402366, -0.373042], [2.770556, -7.904720, -1.158612], [1.031044, -7.744853, -0.953463], [1.712740, -7.911274, -2.579029], [1.075244, -5.530887, -2.078768], [4.106113, -5.935542, -2.161624], [3.256660, -4.467178, -2.623277], [3.048860, -5.941622, -3.582216], [2.985541, -5.762801, -0.007609], [-0.880067, -1.098885, 8.005341], [-0.472486, -1.998956, 6.850507], [0.151402, -1.207726, 5.713357], [-1.611505, -2.718646, 6.365398], [-1.625627, -0.369372, 7.676975], [-1.329474, -1.685652, 8.805749], [-0.023187, -0.558660, 8.408550], [0.235759, -2.747875, 7.204832], [-0.565283, -0.485626, 5.310450], [0.429941, -1.880219, 4.900302], [1.040060, -0.665490, 6.036557], [-2.251211, -2.068425, 6.057561], [1.938039, -6.514427, 4.172426], [3.328284, -6.478215, 3.556754], [3.790166, -5.048698, 3.313972], [3.337752, -7.208218, 2.329551], [1.211366, -6.051102, 3.497614], [1.619208, -7.543334, 4.336446], [1.912024, -5.985774, 5.126146], [4.033342, -6.983231, 4.216429], [3.114434, -4.544423, 2.614714], [4.785714, -5.038812, 2.869647], [3.818391, -4.476399, 4.242060], [2.716529, -6.778080, 1.734380], [-0.334959, 7.788043, -8.375911], [-1.102762, 6.745938, -7.577870], [-1.821879, 7.374057, -6.393133], [-0.214726, 5.723743, -7.122435], [0.427612, 8.261376, -7.751481], [0.176821, 7.322912, -9.218183], [-0.998856, 8.564382, -8.757514], [-1.827378, 6.251241, -8.225116], [-1.102363, 7.834865, -5.710462], [-2.365365, 6.614169, -5.829577], [-2.528340, 8.138969, -6.717112], [0.437212, 6.137745, -6.547774]],
  "forces_ev_per_a": [[-0.356, -0.325, 0.220], [-0.466, 0.680, 0.151], [-0.032, -0.078, 0.378], [0.140, 0.074, -0.276], [0.543, -0.339, 0.088], [-0.248, 0.254, -0.147], [-0.049, -0.152, 0.214], [0.223, 0.073, 0.580], [0.137, -0.014, -0.163], [0.093, 0.464, -0.223], [0.267, -0.391, -0.437], [-0.178, 0.292, 0.572], [0.090, -0.595, 0.282], [0.066, 0.433, -0.116], [0.697, -0.283, 0.802], [-0.309, 0.059, 0.185], [0.697, 0.204, -0.302], [-0.021, 0.127, -0.386], [-0.199, 0.556, -0.138], [-0.250, 0.209, 0.026], [-0.179, -0.034, 0.062], [0.019, -0.381, 0.418], [0.324, -0.463, -0.126], [0.098, 0.312, -0.101], [-0.209, 0.264, -0.301], [0.017, 0.101, 0.330], [0.354, -0.213, -0.028], [0.395, -0.355, -0.211], [0.227, 0.180, -0.001], [-0.204, -0.238, 0.157], [-0.349, 0.122, -0.082], [0.130, -0.284, -0.220], [-0.039, 0.297, -0.253], [0.217, 0.000, 0.248], [-0.298, -0.062, -0.365], [0.013, -0.313, 0.145], [-0.271, -0.341, -0.103], [-0.137, 0.066, -0.125], [-0.130, 0.063, 0.010], [-0.317, 0.034, 0.053], [0.115, -0.093, -0.442], [-0.191, 0.139, 0.184], [0.323, -0.103, -0.097], [-0.184, -0.138, -0.042], [-0.243, 0.128, -0.386], [0.325, 0.054, -0.229], [-0.073, 0.253, -0.147], [-0.338, 0.021, 0.097], [-0.218, -0.078, 0.225], [0.089, -0.246, 0.139], [-0.034, 0.207, -0.064], [-0.260, -0.452, 0.210], [0.187, 0.020, 0.026], [0.196, 0.227, -0.150], [-0.022, -0.112, 0.017], [0.020, 0.003, -0.028], [-0.031, 0.013, 0.002], [0.044, 0.079, 0.110], [-0.065, 0.014, -0.055], [0.026, 0.027, -0.027], [-0.011, -0.017, 0.002], [-0.071, -0.043, -0.022], [-0.258, 0.008, 0.057], [0.406, 0.160, -0.392], [0.019, -0.094, 0.123], [-0.273, -0.377, 0.300], [0.178, 0.012, -0.087], [-0.020, 0.025, 0.049], [0.010, -0.006, -0.009], [-0.034, -0.171, 0.035], [-0.036, 0.079, -0.054], [-0.040, 0.024, 0.031], [0.010, 0.014, -0.017], [0.022, 0.276, -0.120], [-0.180, 0.006, 0.102], [0.504, -0.371, -0.048], [-0.065, 0.221, -0.004], [-0.317, 0.189, 0.148], [0.053, 0.023, -0.072], [-0.030, 0.005, -0.030], [0.023, -0.009, -0.005], [-0.040, 0.083, 0.118], [-0.021, -0.093, -0.015], [-0.017, 0.002, -0.022], [0.015, -0.023, 0.001], [0.138, 0.078, -0.128], [-0.027, -0.102, 0.098], [-0.235, 0.451, -0.054], [0.054, -0.112, -0.119], [0.187, -0.243, -0.100], [0.062, 0.049, -0.054], [0.039, -0.025, 0.009], [-0.004, 0.021, -0.006], [-0.096, -0.140, -0.035], [0.006, 0.057, 0.077], [0.087, -0.001, 0.021], [-0.001, 0.013, -0.002], [-0.065, 0.052, 0.102], [0.004, -0.150, 0.067], [-0.343, 0.356, -0.157], [0.163, -0.023, -0.023], [0.256, -0.111, 0.028], [0.034, 0.080, -0.002], [0.025, -0.007, 0.027], [-0.016, 0.015, -0.006], [0.041, -0.096, -0.085], [-0.075, -0.008, 0.050], [0.020, -0.014, 0.038], [-0.014, 0.017, -0.006], [-0.242, -0.038, 0.028], [0.033, -0.093, -0.142], [0.240, 0.394, 0.262], [-0.114, -0.149, 0.048], [-0.151, -0.214, -0.135], [-0.062, 0.046, 0.056], [-0.036, -0.013, -0.023], [0.006, 0.018, 0.014], [0.051, -0.130, 0.012], [0.023, 0.070, -0.064], [-0.020, 0.002, -0.042], [0.012, 0.021, 0.009], [0.026, 0.045, 0.004]]
}